{"formula": "C86H192F9N6Ni2O32", "method": "ωB97M-V with the def2-TZVPD basis set", "s_squared": 6.006, "total_energy_ha": -10042.571869, "e_homo_ev": [-9.1, -9.1], "orbital_gap_ev": [6.71, 5.19], "total_charge": 1, "spin_multiplicity": 5, "species": ["Ni", "Ni", "C", "O", "O", "C", "F", "F", "F", "C", "C", "H", "H", "H", "H", "H", "H", "C", "O", "O", "C", "F", "F", "F", "C", "C", "H", "H", "H", "H", "H", "H", "C", "O", "O", "C", "F", "F", "F", "C", "C", "H", "H", "H", "H", "H", "H", "C", "C", "C", "C", "C", "C", "N", "O", "C", "C", "C", "H", "H", "H", "H", "H", "H", "H", "H", "H", "H", "H", "H", "H", "H", "H", "H", "H", "H", "H", "C", "C", "C", "C", "C", "C", "N", "O", "C", "C", "C", "H", "H", "H", "H", "H", "H", "H", "H", "H", "H", "H", "H", "H", "H", "H", "H", "H", "H", "H", "C", "C", "C", "C", "C", "C", "N", "O", "C", "C", "C", "H", "H", "H", "H", "H", "H", "H", "H", "H", "H", "H", "H", "H", "H", "H", "H", "H", "H", "H", "C", "C", "C", "C", "C", "C", "N", "O", "C", "C", "C", "H", "H", "H", "H", "H", "H", "H", "H", "H", "H", "H", "H", "H", "H", "H", "H", "H", "H", "H", "C", "C", "C", "C", "C", "C", "N", "O", "C", "C", "C", "H", "H", "H", "H", "H", "H", "H", "H", "H", "H", "H", "H", "H", "H", "H", "H", "H", "H", "H", "C", "C", "C", "C", "C", "C", "N", "O", "C", "C", "C", "H", "H", "H", "H", "H", "H", "H", "H", "H", "H", "H", "H", "H", "H", "H", "H", "H", "H", "H", "C", "C", "O", "O", "H", "H", "H", "H", "H", "H", "C", "C", "O", "O", "H", "H", "H", "H", "H", "H", "C", "C", "O", "O", "H", "H", "H", "H", "H", "H", "C", "C", "O", "O", "H", "H", "H", "H", "H", "H", "C", "C", "O", "O", "H", "H", "H", "H", "H", "H", "C", "C", "O", "O", "H", "H", "H", "H", "H", "H", "C", "C", "O", "O", "H", "H", "H", "H", "H", "H", "C", "C", "O", "O", "H", "H", "H", "H", "H", "H", "C", "C", "O", "O", "H", "H", "H", "H", "H", "H", "C", "C", "O", "O", "H", "H", "H", "H", "H", "H"], "xyz": [[20.888, 1.838, -12.090], [17.345, 5.964, -10.718], [22.831, 2.859, -9.441], [23.305, 1.444, -9.511], [21.940, 3.011, -10.528], [22.565, 3.501, -8.044], [21.732, 2.809, -7.369], [23.700, 3.533, -7.221], [22.121, 4.807, -8.151], [24.448, 1.106, -8.740], [24.898, -0.366, -9.155], [24.093, -1.053, -8.895], [25.146, -0.274, -10.213], [25.836, -0.634, -8.668], [24.166, 1.227, -7.694], [25.297, 1.788, -8.780], [23.775, 3.349, -9.679], [18.154, 0.625, -10.597], [18.804, -0.036, -9.474], [19.063, 1.563, -11.209], [17.470, -0.555, -11.377], [16.542, -1.123, -10.531], [16.755, -0.079, -12.347], [18.169, -1.570, -11.868], [18.816, 0.655, -8.199], [19.587, -0.210, -7.226], [18.988, -0.855, -6.584], [20.348, -0.839, -7.687], [20.155, 0.446, -6.566], [17.950, 1.261, -7.933], [19.540, 1.467, -8.273], [17.346, 1.189, -10.131], [18.160, 7.419, -13.540], [16.723, 7.796, -13.535], [18.246, 6.263, -12.667], [18.541, 7.366, -15.093], [18.714, 8.540, -15.627], [19.670, 6.686, -15.389], [17.624, 6.788, -15.873], [16.235, 9.132, -13.263], [14.781, 9.279, -13.811], [14.123, 10.038, -13.387], [14.764, 9.398, -14.894], [14.212, 8.371, -13.613], [16.812, 9.930, -13.731], [16.384, 9.302, -12.197], [18.625, 8.220, -12.966], [14.305, 8.087, -9.016], [12.977, 7.307, -8.739], [12.214, 7.215, -10.093], [10.964, 6.222, -10.021], [11.310, 4.882, -9.387], [11.995, 4.945, -8.049], [13.186, 5.895, -8.166], [14.098, 5.872, -7.110], [11.048, 5.301, -6.859], [12.449, 3.494, -7.758], [12.161, 8.178, -7.813], [14.973, 8.206, -8.164], [14.077, 9.134, -9.218], [14.828, 7.754, -9.913], [11.714, 8.154, -10.331], [12.750, 6.972, -11.011], [10.656, 6.041, -11.050], [10.173, 6.789, -9.529], [12.080, 4.400, -9.989], [10.412, 4.273, -9.489], [10.675, 6.325, -6.835], [10.076, 4.808, -6.828], [11.695, 5.333, -5.982], [11.536, 2.906, -7.852], [13.300, 3.177, -8.361], [12.763, 3.570, -6.717], [12.363, 7.833, -6.799], [11.093, 7.984, -7.912], [12.367, 9.229, -8.019], [13.578, 6.215, -6.379], [16.612, -5.106, -9.499], [18.136, -4.826, -9.444], [18.301, -3.544, -8.612], [18.430, -3.839, -7.111], [19.571, -4.818, -6.796], [19.259, -6.223, -7.352], [18.943, -5.978, -8.841], [18.663, -7.210, -9.618], [20.649, -7.010, -7.285], [18.133, -6.963, -6.541], [18.537, -4.518, -10.954], [16.214, -4.130, -9.779], [16.282, -5.587, -8.578], [16.348, -5.707, -10.369], [19.213, -3.075, -8.979], [17.473, -2.850, -8.755], [17.542, -4.289, -6.668], [18.602, -2.922, -6.546], [19.811, -4.824, -5.733], [20.512, -4.471, -7.224], [21.034, -6.993, -6.265], [20.635, -8.044, -7.629], [21.367, -6.472, -7.905], [18.550, -7.216, -5.566], [17.337, -6.247, -6.339], [17.780, -7.846, -7.074], [19.324, -3.764, -10.951], [17.712, -4.250, -11.614], [19.009, -5.320, -11.520], [19.539, -7.600, -9.665], [14.659, -1.025, -17.105], [14.090, -1.222, -15.690], [12.750, -2.089, -15.701], [12.922, -3.573, -15.974], [13.920, -4.187, -14.959], [15.265, -3.466, -15.055], [15.072, -1.978, -14.833], [16.236, -1.289, -14.460], [16.042, -3.968, -13.817], [16.069, -3.923, -16.315], [13.716, 0.123, -15.074], [15.719, -0.787, -17.190], [14.151, -0.209, -17.619], [14.533, -1.963, -17.646], [12.168, -2.006, -14.783], [12.102, -1.774, -16.519], [13.284, -3.724, -16.991], [11.978, -4.098, -15.826], [13.889, -5.269, -15.080], [13.516, -4.014, -13.961], [15.845, -3.611, -12.806], [16.061, -5.055, -13.739], [17.064, -3.693, -14.076], [17.126, -3.984, -16.054], [15.658, -4.859, -16.694], [16.151, -2.985, -16.865], [14.520, 0.807, -15.345], [13.624, 0.101, -13.988], [12.788, 0.543, -15.461], [16.057, -0.890, -13.605], [23.825, -4.972, -1.535], [22.549, -5.468, -0.865], [22.377, -4.754, 0.555], [22.177, -3.224, 0.438], [20.780, -3.104, -0.160], [20.569, -3.759, -1.659], [21.341, -5.083, -1.748], [21.417, -5.685, -3.008], [19.058, -3.945, -1.788], [21.232, -2.769, -2.668], [22.749, -6.875, -0.559], [23.917, -5.612, -2.412], [24.722, -4.931, -0.917], [23.733, -3.964, -1.941], [21.500, -5.305, 0.895], [23.357, -4.896, 1.011], [23.037, -2.659, 0.079], [21.948, -2.809, 1.420], [20.532, -2.043, -0.138], [20.018, -3.502, 0.510], [18.774, -4.414, -2.730], [18.759, -4.770, -1.140], [18.452, -3.152, -1.348], [22.315, -2.704, -2.566], [21.031, -2.949, -3.724], [20.803, -1.777, -2.524], [23.461, -7.170, 0.212], [22.977, -7.436, -1.465], [21.802, -7.389, -0.391], [21.015, -6.537, -2.822], [15.336, 1.106, -5.898], [14.597, 0.657, -4.659], [15.258, -0.767, -4.371], [15.120, -1.185, -2.926], [15.585, -0.218, -1.958], [14.808, 1.188, -2.152], [14.854, 1.575, -3.558], [14.379, 2.826, -3.849], [13.434, 1.132, -1.508], [15.618, 2.260, -1.391], [13.075, 0.582, -4.947], [15.577, 2.157, -6.060], [14.869, 0.837, -6.845], [16.310, 0.617, -5.884], [14.685, -1.425, -5.025], [16.309, -0.809, -4.656], [15.714, -2.081, -2.745], [14.121, -1.499, -2.623], [16.653, -0.064, -2.115], [15.399, -0.581, -0.947], [12.667, 0.606, -2.077], [13.500, 0.692, -0.514], [13.030, 2.145, -1.522], [16.610, 2.286, -1.841], [15.044, 3.176, -1.253], [15.782, 1.959, -0.356], [12.838, -0.296, -5.549], [12.595, 1.498, -5.291], [12.373, 0.428, -4.127], [15.077, 3.392, -3.512], [20.289, 5.014, -3.374], [19.392, 3.852, -3.170], [19.806, 2.623, -4.013], [20.870, 1.648, -3.339], [20.486, 1.368, -1.906], [20.155, 2.618, -1.042], [19.197, 3.472, -1.782], [18.773, 4.552, -0.950], [19.470, 2.124, 0.292], [21.548, 3.416, -0.906], [17.953, 4.252, -3.832], [21.359, 5.047, -3.170], [19.838, 5.835, -2.817], [20.182, 5.470, -4.358], [18.891, 2.287, -4.501], [20.384, 3.005, -4.855], [21.778, 2.219, -3.532], [21.223, 0.762, -3.866], [21.304, 0.764, -1.513], [19.594, 0.746, -1.834], [18.491, 1.704, 0.060], [20.136, 1.437, 0.814], [19.187, 2.906, 0.997], [22.133, 3.532, -1.818], [21.338, 4.438, -0.592], [22.080, 3.082, -0.015], [17.598, 5.238, -3.532], [17.213, 3.523, -3.503], [18.176, 4.184, -4.897], [17.969, 4.207, -0.555], [16.671, 3.819, -15.843], [17.231, 3.950, -17.305], [16.349, 3.408, -18.305], [16.732, 2.439, -15.499], [15.621, 4.056, -15.675], [17.251, 4.512, -15.233], [18.264, 3.629, -17.444], [17.324, 4.996, -17.597], [15.613, 4.018, -18.393], [16.351, 1.833, -16.139], [20.165, -1.900, -17.216], [20.697, -2.097, -15.851], [19.645, -1.751, -14.847], [19.406, -3.151, -17.515], [20.968, -1.758, -17.939], [19.587, -0.978, -17.154], [21.507, -1.396, -15.647], [21.110, -3.087, -15.657], [18.915, -2.253, -15.216], [18.796, -2.983, -18.237], [13.294, -0.053, -11.096], [11.888, -0.636, -10.964], [11.911, -1.747, -10.012], [13.951, 0.510, -9.948], [13.337, 0.631, -11.943], [13.964, -0.849, -11.422], [11.689, -1.078, -11.940], [11.251, 0.196, -10.664], [12.711, -1.648, -9.491], [14.657, -0.115, -9.769], [19.051, -6.770, -16.081], [19.568, -5.966, -14.902], [20.974, -6.261, -14.757], [19.205, -8.140, -15.805], [19.568, -6.514, -17.006], [18.046, -6.562, -16.448], [19.084, -6.411, -14.033], [19.294, -4.918, -15.020], [20.953, -7.212, -14.633], [18.552, -8.580, -16.354], [17.378, 5.196, -7.904], [18.637, 4.593, -8.340], [19.008, 5.087, -9.639], [16.375, 5.087, -8.980], [17.494, 6.251, -7.653], [17.015, 4.701, -7.003], [18.488, 3.547, -8.606], [19.364, 4.777, -7.548], [19.951, 4.960, -9.765], [15.531, 5.209, -8.539], [19.440, 1.887, -14.578], [20.058, 3.284, -14.703], [20.477, 3.717, -13.406], [20.285, 0.947, -14.061], [19.301, 1.546, -15.604], [18.480, 1.882, -14.062], [19.461, 4.041, -15.211], [20.789, 3.163, -15.502], [20.543, 4.675, -13.412], [19.956, 0.119, -14.420], [21.735, -2.247, -12.061], [21.449, -1.412, -10.797], [21.762, -0.034, -11.169], [23.142, -2.444, -12.108], [21.386, -1.636, -12.894], [21.223, -3.208, -12.097], [21.970, -1.807, -9.924], [20.403, -1.465, -10.495], [22.264, 0.353, -10.448], [23.489, -2.940, -11.362], [24.739, 0.896, -14.707], [24.330, 1.521, -13.304], [22.847, 1.794, -13.149], [24.640, 1.822, -15.763], [24.126, 0.026, -14.943], [25.800, 0.665, -14.611], [24.857, 2.466, -13.178], [24.596, 0.837, -12.497], [22.667, 2.304, -13.943], [25.290, 1.546, -16.413], [23.805, -2.364, -6.371], [23.785, -3.010, -4.922], [24.987, -3.514, -4.503], [24.285, -3.457, -7.122], [24.393, -1.450, -6.457], [22.747, -2.312, -6.629], [22.945, -3.693, -4.793], [23.416, -2.134, -4.388], [25.033, -4.381, -4.912], [25.227, -3.276, -7.160], [15.267, 4.978, -12.401], [15.636, 3.607, -11.826], [16.967, 3.769, -11.442], [15.542, 6.156, -11.682], [14.262, 5.040, -12.819], [15.848, 5.069, -13.319], [15.543, 2.721, -12.454], [15.080, 3.479, -10.897], [17.415, 2.931, -11.309], [15.577, 6.756, -12.431]], "forces_ev_per_angstrom": [[0.6316, -0.8834, 1.6743], [0.4723, -1.9577, -1.9646], [1.0726, -0.1939, -4.3109], [-0.6121, 0.9326, 0.9680], [0.1394, 0.0679, 2.5924], [1.4484, 0.3638, -0.5212], [-2.5873, -1.0848, 1.6309], [-0.8992, 0.4184, -1.5372], [0.4216, -1.3789, -0.0131], [0.2225, -1.4158, 0.7836], [-0.3259, 2.4043, 0.5314], [0.2196, -0.1843, -0.4129], [-0.4309, -0.5367, -0.1389], [-0.1579, -0.0288, 0.2987], [0.0002, -0.7516, 0.3215], [0.0136, 0.3674, -0.9477], [0.3019, 0.6525, -0.2883], [3.7914, 1.0099, 1.0895], [-1.3070, 0.1369, -0.1978], [-2.5123, -1.4625, 0.1046], [0.5465, -0.4652, 2.0433], [0.3074, 0.0883, 0.1691], [-0.9865, 1.8265, -1.5892], [0.6639, 0.4597, 0.2612], [2.5748, 0.6586, -1.5965], [-0.5549, -0.3328, 1.3153], [-0.1492, -0.0417, -0.1081], [-0.2519, 0.1175, -0.5350], [-0.1026, 0.0692, 0.2140], [-0.9409, -1.1250, 0.2572], [0.1875, 0.4594, -0.7859], [-0.6649, 0.1101, -0.3575], [-2.0291, -0.9673, 3.2727], [-0.3271, -0.0283, -0.9341], [0.0745, 1.6144, -1.7262], [0.3056, -1.6123, 0.2377], [0.0854, 2.1134, 0.3918], [0.5001, -0.3975, 1.0110], [-1.0689, -0.5771, 0.4994], [-0.0270, 0.4339, -0.4325], [0.1687, -0.9988, 0.3659], [0.6851, 0.4303, 0.2513], [0.2919, 0.0498, 0.0527], [0.1048, -0.3463, 0.0282], [0.4357, -0.2914, -0.3159], [-0.6066, 0.0682, 0.3041], [0.7495, 0.4309, -0.9797], [-0.1478, -0.1011, 0.1288], [0.3863, -0.2684, -0.9490], [-1.8419, -1.2489, 0.1627], [1.5729, 0.9700, -0.1805], [0.2960, 1.0705, -1.1986], [-0.4484, 0.1185, 0.9865], [-0.4669, -0.0380, -2.9928], [-0.6258, 0.0098, 0.1868], [0.4291, 1.7835, -0.5382], [0.3122, 1.6790, 0.8762], [-0.6020, -0.5090, 0.4810], [0.0831, -0.6426, 0.1489], [-0.4981, -0.0299, -0.2399], [0.1236, -0.4410, 0.2040], [0.4570, 0.4727, 0.2851], [0.7855, -0.2435, 0.4328], [-0.2153, 0.1022, 0.0009], [-0.2460, -0.4550, 0.2159], [-0.0940, -0.0268, -0.6082], [0.1136, -0.3519, 0.8341], [0.2334, 0.3208, -0.6921], [0.6227, -1.0575, 0.3834], [-0.5963, -0.9363, 0.6061], [0.4215, -0.4182, 0.0074], [-0.3067, -0.1901, -0.2230], [0.1588, -0.8610, 0.0835], [0.2691, 0.8470, 0.3493], [-0.0009, 0.2215, -0.2600], [-0.1126, -0.0664, 0.5227], [0.3501, 0.1554, 0.8939], [0.8161, -0.2376, -0.6950], [-0.8796, -1.1599, -0.6857], [0.8063, -0.7400, 0.7626], [0.6513, -0.2150, 0.3592], [-0.2949, 0.1668, -0.4241], [0.4335, -0.4959, -1.0080], [0.4730, 0.2856, -0.6287], [-0.1930, 1.3787, 1.4553], [-1.0470, 0.6606, -0.3277], [1.0833, 1.0656, -0.5166], [1.0145, -0.5473, 0.7496], [-0.7018, -0.0246, 0.6924], [-0.4599, 0.4319, -0.0473], [0.1323, -0.5569, 0.2518], [0.1270, 0.3507, 0.3174], [0.0932, -0.0938, -0.3335], [-0.4012, 0.2116, -0.3082], [-0.0452, 0.1373, -0.0988], [-0.4141, -0.4079, 0.2574], [0.0152, 0.0788, -0.4643], [-0.1526, -0.0470, 0.1149], [-0.3425, -0.0633, 0.0558], [-0.0229, 0.0605, -0.0510], [0.0134, -0.3078, -0.0078], [-0.2905, -0.2918, -0.1965], [-0.0291, 0.1137, 0.1029], [-0.2560, 0.4021, -0.1319], [-0.1430, 0.4829, 0.5107], [-0.0902, -0.6588, 0.5751], [0.1831, -0.0328, -0.2009], [-0.5842, -0.1398, -0.3062], [-0.1478, -1.2942, 0.4472], [0.5830, -0.2220, -0.8203], [0.8691, -0.4339, 1.0470], [-1.4794, 1.4042, -0.8698], [0.3837, -0.6147, 1.9540], [-2.2608, -1.1716, 0.3093], [0.2326, -0.0597, -1.4887], [1.5364, -0.0167, -0.5477], [0.2345, 1.8326, 1.4287], [0.8888, 0.2776, -0.0094], [0.1453, 0.0545, 0.6571], [-0.2793, -0.1419, -0.1812], [-0.1550, 0.2095, -0.3305], [0.3206, 0.4390, 0.2456], [0.0187, 0.7693, 0.0314], [-0.0871, -0.2025, -0.1200], [-0.1898, 0.1413, -0.3967], [0.8996, -0.0368, -0.1522], [-0.0295, 0.1405, 0.1645], [-0.6087, 0.4695, -0.2868], [-0.2503, -0.1570, -0.3247], [0.3681, 0.0015, 0.7322], [0.0588, -0.8459, 0.2070], [0.2189, 0.4817, -0.6618], [-0.6608, -0.7471, -1.3226], [-0.0411, 0.3623, 0.3229], [0.0866, -0.2357, -0.0069], [-0.0193, -0.2674, -0.2616], [-0.2609, -0.4409, -0.3078], [-0.2475, 0.5645, -0.9712], [0.0857, 4.6384, 0.5319], [1.0044, 0.5268, -2.4516], [-1.9374, -1.7097, 1.1794], [0.2296, 0.2139, -2.3231], [2.1814, 0.6146, 1.1025], [-0.3057, -0.4417, 3.2589], [-0.0045, 0.3335, -0.3942], [0.3271, -1.7372, 0.3327], [-0.9572, 0.2838, 0.0853], [-1.5514, -3.2279, -1.2690], [0.7031, 0.0231, -0.0231], [-0.0273, -0.5998, 0.0915], [-0.1619, 0.0461, 0.1392], [0.2274, 0.4311, 1.1630], [-0.4301, -0.7289, 0.6786], [-0.3141, -0.1827, -0.6850], [0.6884, -0.0945, 0.5079], [-0.2626, 0.2243, -0.8935], [0.3321, -0.6121, 0.1303], [-0.2663, 1.0091, -0.5269], [0.4255, -0.2373, 0.5134], [0.1184, 0.5477, -0.9405], [-0.2150, -0.0791, 0.3086], [-0.1240, -0.6458, -0.0147], [0.0444, 0.2471, 0.2530], [-0.0146, 0.5565, -0.0422], [0.8492, 0.0911, -0.2769], [-0.3901, 0.2119, 0.9696], [-0.1923, -0.1875, -0.4008], [1.0760, 0.4053, -1.2581], [-0.3663, -0.2716, 0.4900], [-1.7372, 0.9383, 0.4754], [-0.6415, -2.3634, -0.4877], [-0.2946, 3.1668, 0.2197], [0.9610, -0.7024, 0.8130], [2.2199, -2.2761, -0.0505], [-1.0260, 1.2602, 0.1908], [-0.7490, 0.0842, -0.6247], [-0.1206, -0.9583, 0.5540], [-0.8468, -0.6966, 0.3828], [-0.4699, 0.3507, 0.6735], [-0.3308, -0.4128, 0.1089], [0.0965, 0.1499, -0.2516], [0.2927, -0.3382, -0.0230], [-0.0785, 0.2757, 0.0227], [0.0618, -0.3756, -0.3053], [-0.4208, 0.0862, -0.4899], [0.1959, 0.3265, 0.2333], [0.1445, 0.2269, 0.1056], [0.3139, -0.5242, -0.0225], [-0.1464, 0.3353, 0.0878], [0.0338, 0.1518, 0.5879], [-0.0139, 0.7497, -0.0765], [0.3626, 0.3936, -0.6374], [-0.0392, -0.4115, 0.1384], [0.0797, 0.3402, -0.7257], [0.7277, 0.1113, -0.9014], [0.7445, -0.3694, 0.9356], [0.0870, 0.4305, -0.1861], [0.0749, 2.7549, -0.2551], [-1.4127, -0.5973, -0.4874], [1.2034, -0.6385, -0.4837], [-1.1929, 1.5579, -0.8173], [-0.1299, -0.0286, 0.2477], [1.8512, 0.7730, -0.6578], [-0.9662, -1.5250, 0.5387], [0.5060, 0.0414, -0.6802], [0.5062, 0.9726, -0.7423], [-1.6603, 0.3629, 1.6641], [1.6948, -0.2947, 1.1805], [-0.1255, -0.7657, 0.2354], [0.2729, 0.1011, 0.6612], [0.0410, -0.5744, -0.5987], [0.0906, -1.1905, 0.5176], [-0.1893, 0.4128, -0.2442], [0.3284, 0.3847, 1.1593], [-1.1630, -0.4675, -0.3020], [0.0023, 0.2119, 0.7664], [-0.1218, -0.2766, -0.4769], [0.2219, -0.6235, -0.3124], [-0.2079, -0.1909, -0.1114], [0.5928, 0.3882, -0.0827], [-0.0044, -0.7208, 0.2169], [-0.4072, 0.2339, -0.1716], [0.5515, -0.6160, -0.4473], [0.2476, 0.1174, -0.1090], [0.1159, -0.1988, -0.2919], [-0.5515, 0.2206, -0.1168], [-0.2300, 0.0297, 0.0021], [0.1417, -1.1522, -2.2399], [-1.6107, 1.9416, -0.1284], [0.6162, -0.8464, 0.5509], [0.9473, -0.0567, 1.6389], [-0.1559, 0.8398, -0.7873], [0.2893, -0.8036, 0.5992], [-0.2862, -0.9604, 0.2790], [-0.0146, 0.4441, 0.5356], [-0.0147, 0.0253, -0.0073], [-0.1977, 0.5454, -0.4996], [-0.3477, -1.5556, -0.4487], [0.1951, 0.8569, 1.9211], [1.3858, -0.5530, -1.3986], [0.5655, 1.8254, 0.4349], [-0.0038, -0.1716, -0.1081], [-0.5760, -0.1804, -0.4722], [0.0270, 0.1371, -0.0629], [-0.3098, -0.1818, -0.0996], [-0.8300, 0.0551, 0.4609], [-0.0679, 0.0629, -0.1494], [1.0302, -0.6081, -0.8420], [1.9039, -0.5060, 1.2955], [-0.4723, 1.0516, -0.8519], [-0.8749, -0.1367, -0.1465], [-0.3045, 0.5623, 0.2007], [-0.1571, -0.4544, -0.2252], [-0.5441, 0.3109, 0.0136], [-0.6387, -0.4363, 0.0314], [-0.0187, 0.0668, 0.2267], [0.2179, 0.2030, 0.3022], [-0.0742, 0.8252, -1.2857], [-0.2067, -1.5358, -0.3475], [-0.7309, 0.9789, -0.1265], [-0.1717, -0.4637, 0.1245], [0.9239, 0.1349, 0.0804], [-0.6463, 0.2646, 0.9813], [-0.3782, 0.4783, 0.2969], [0.6809, 0.0801, 0.1535], [0.4020, -0.2569, 0.0094], [0.1787, -0.4141, 0.1299], [-1.4555, 0.5753, -0.0496], [0.1579, -1.2868, -1.0543], [-0.6019, 1.6788, 0.2445], [1.6518, 0.2961, 0.4750], [0.0581, 0.1966, -0.0491], [-0.0691, -0.1542, -0.0924], [0.1006, -0.3832, 1.0549], [0.3997, -0.1945, -0.3285], [0.4649, -0.1264, -0.5165], [-0.8900, 0.3799, -0.1738], [-1.9544, 1.6766, -1.8740], [-0.3513, -0.8524, -0.4239], [0.3304, -0.8219, -0.5758], [2.0243, -0.0357, 1.7692], [-0.7654, 0.4714, -0.3212], [0.0540, 0.1952, 0.0551], [-0.9103, -0.2063, 0.6281], [1.4450, 0.0627, 0.6493], [-0.0041, 0.1852, 0.4589], [0.0625, -1.2060, 0.4929], [0.4271, 0.1730, 1.7698], [-1.3884, 0.0609, -1.3811], [-0.2640, -0.8956, 0.2445], [0.4390, 0.3796, -1.3070], [0.4319, -0.1855, -0.2172], [-0.2171, 0.0037, 0.1843], [0.6639, 0.4377, -0.0742], [-0.1843, 0.1381, -0.2540], [0.4801, 0.6581, 0.4391], [-0.4844, -0.1063, 0.1508], [-0.3489, 0.5609, 1.6791], [-1.1289, -0.3185, -0.8631], [1.8544, -0.2689, -0.8610], [-0.3621, 0.6089, -0.1315], [0.1213, -0.2674, 0.3256], [-0.0291, -0.5842, 0.3584], [-0.0638, 0.0247, 0.0316], [-0.1733, -0.0082, -0.1447], [-0.2995, 0.2222, -0.2032], [-0.0992, 0.2142, -0.2023], [-0.9890, -3.0379, 2.0435], [-1.9518, 3.1461, -1.0026], [0.6788, -0.1421, 0.2643], [1.0638, 0.3969, -1.6526], [-0.1551, -0.0182, -0.0181], [-0.0195, 0.9151, -0.1829], [0.1451, -0.4892, -0.5335], [0.6859, 0.0346, 1.2416], [0.3231, -0.2032, 0.0362], [0.2844, -0.5888, -0.3265], [-0.4688, -1.9201, -3.2953], [-0.5729, 1.4221, 1.7071], [1.2319, 1.1133, 0.1565], [-0.0578, -0.4303, 1.8561], [-0.4971, -0.2837, 0.6945], [0.4789, -0.1608, -0.0900], [-0.4585, 0.4910, -0.5412], [-0.5583, -0.4522, 0.0140], [0.9707, -0.4070, 0.0227], [0.8481, 1.2947, -0.2755]]}